(1)
C65H42N6OS3Tl | ωB97M-V/def2-TZVPD

CARTESIAN COORDINATES (ANGSTROEM)
Tl 0.15465 0.27206 -0.03387
C 3.32945 6.92876 0.01713
C 3.31765 5.85736 0.89713
C 2.41285 4.83226 0.72053
C 1.48685 4.83636 -0.33187
C 1.49935 5.93456 -1.19407
C 2.41285 6.96016 -1.02197
C 0.59455 3.67746 -0.42057
C 0.33045 2.99576 -1.63867
C 0.48645 3.42616 -2.97597
C -0.01395 2.42716 -3.79107
C -0.43095 1.38646 -2.94687
C -0.84045 0.00006 -3.28057
C -1.90415 -0.25564 -4.27287
C -1.98205 -1.49754 -4.90567
C -2.90425 -1.72294 -5.90587
C -3.77695 -0.71774 -6.28697
C -3.73045 0.50936 -5.64607
C -2.80765 0.73936 -4.64137
C -0.43875 -1.07734 -2.33817
N 0.30885 -0.98034 -3.35907
C -0.77795 -1.98224 -1.24867
C -2.26255 -2.13094 -1.09837
C -3.01175 -3.04084 -1.90487
C -2.39405 -4.15444 -2.50167
C -3.10695 -5.04174 -3.27487
C -4.46495 -4.85944 -3.48947
C -5.08925 -3.74814 -2.94107
C -4.38025 -2.85034 -2.17347
C -2.81355 -1.27104 -0.14007
C -4.01355 -1.49494 0.62713
C -3.98145 -0.63834 1.67783
C -2.80835 0.18506 1.52223
N -2.13045 -0.22794 0.41833
C -2.38795 1.19766 2.39773
C -1.37185 2.13836 2.10053
C -1.20985 3.42876 2.68683
C -0.35005 4.13126 1.88773
C 0.00345 3.27946 0.79793
N -0.59025 2.06666 0.99833
C -3.07425 1.35666 3.68683
C -2.32805 1.25506 4.86183
C -2.93585 1.36686 6.09673
C -4.30105 1.58866 6.18783
C -5.04945 1.70566 5.02823
C -4.44295 1.59576 3.79043
C 0.36745 -2.90134 -0.83897
C -0.07585 -1.88494 0.15193
N -0.23845 1.73896 -1.66877
H 4.04845 7.72876 0.13983
H 4.02325 5.81206 1.71683
H 2.43025 3.99266 1.39713
H 0.77255 6.00486 -1.98937
H 2.40905 7.79906 -1.70937
H 0.92835 4.34426 -3.31157
H -0.07575 2.43316 -4.86347
H -1.29085 -2.27994 -4.62657
H -2.93665 -2.68554 -6.40097
H -4.48635 -0.88944 -7.08657
H -4.41845 1.29346 -5.94017
H -2.77095 1.69716 -4.14277
H -1.34005 -4.31374 -2.34697
H -2.59915 -5.89094 -3.71447
H -5.02535 -5.56364 -4.09147
H -6.14275 -3.57884 -3.13067
H -4.87125 -1.96344 -1.80447
H -4.72955 -2.27604 0.44813
H -4.68395 -0.57894 2.48913
H -1.71605 3.78626 3.56403
H -0.05805 5.15886 2.00163
H -1.26675 1.06886 4.79033
H -2.34155 1.26826 6.99523
H -4.77425 1.67866 7.15813
H -6.11545 1.88486 5.09473
H -5.02265 1.72086 2.88703
H 0.13725 -3.94594 -0.63627
H -0.72815 -2.31624 0.91603
S 2.34315 3.55736 4.29853
C 3.29595 4.46966 5.41123
C 4.52395 3.91746 5.60703
C 4.71565 2.73676 4.87193
C 3.62645 2.39186 4.10253
C 3.46595 1.26566 3.23333
C 2.48745 1.25896 2.22523
N 2.36735 0.32366 1.31883
C 3.20655 -0.75334 1.33833
C 4.11745 -0.92234 2.42983
C 4.82845 -2.13994 2.55323
C 4.62765 -3.14494 1.65433
C 3.78195 -2.98934 0.54363
C 3.54465 -4.03124 -0.38517
C 2.58775 -3.93094 -1.35247
C 1.75615 -2.67494 -1.46117
N 2.44375 -1.54774 -0.82657
C 3.14175 -1.74354 0.33313
C 2.29145 -4.99334 -2.25137
C 2.73245 -6.30314 -2.22427
C 2.23615 -7.08914 -3.27337
C 1.40465 -6.40114 -4.10237
S 1.21635 -4.75684 -3.61157
C 4.25885 0.11926 3.34153
H 2.88245 5.36316 5.83853
H 5.27565 4.34176 6.25433
H 5.63375 2.17386 4.88853
H 1.78815 2.08096 2.15033
H 5.50725 -2.26214 3.38863
H 5.13515 -4.09064 1.78563
H 4.13635 -4.93074 -0.30347
H 1.64825 -2.41754 -2.52377
H 3.37595 -6.68304 -1.45187
H 2.48165 -8.12994 -3.40617
H 0.88995 -6.74654 -4.97537
H 4.97975 0.03946 4.14453
O 0.07105 -0.95734 3.43043
H -0.58535 -0.49424 2.89423
H 0.77885 -1.18304 2.82043
S 3.28065 0.78486 -1.61687
C 2.07855 -0.23634 -1.17727

Force components x, y, z for each atom (eV/Å):
Tl -0.101 0.837 0.473
C 0.110 0.175 -0.007
C 0.047 0.077 0.045
C 0.136 0.125 -0.048
C 0.045 -0.122 0.085
C -0.088 -0.034 -0.076
C 0.077 0.144 -0.058
C 0.073 0.084 0.342
C -0.144 -0.295 -0.666
C 0.170 0.259 0.424
C -0.310 -0.621 -0.126
C 0.015 0.314 -0.412
C 0.377 0.070 0.756
C -0.266 -0.032 -0.246
C 0.153 0.090 0.055
C -0.104 -0.100 -0.135
C -0.140 -0.003 -0.174
C -0.156 0.026 -0.067
C 0.064 -0.038 0.070
C 0.222 0.428 -2.133
N -0.381 -0.556 0.575
C -0.316 -0.623 0.806
C 0.406 0.027 0.008
C -0.120 -0.024 -0.049
C 0.013 0.068 -0.016
C 0.000 -0.110 -0.090
C -0.202 -0.207 -0.210
C -0.119 -0.102 -0.012
C -0.071 -0.014 0.003
C 0.030 -0.038 0.084
C -0.192 -0.013 0.016
C -0.099 0.037 0.113
C -0.050 -0.143 0.273
N -0.574 -0.085 -0.360
C 0.094 0.050 -0.229
C -0.332 -0.092 0.391
C 0.005 -0.262 0.205
C 0.202 -0.018 -0.058
C -0.003 0.117 -0.006
N 0.399 0.088 -0.135
C -0.072 -0.002 0.150
C -0.060 0.028 -0.013
C 0.017 0.021 0.169
C -0.051 0.030 0.162
C -0.186 0.003 0.142
C 0.050 0.118 -0.057
C -0.084 -0.035 0.150
C 0.118 -0.841 -0.066
N -0.202 0.627 -0.274
H 0.019 0.051 -0.008
H 0.054 -0.003 0.048
H -0.003 -0.056 -0.036
H -0.053 -0.082 -0.040
H -0.021 0.004 0.005
H 0.055 0.197 -0.024
H 0.036 -0.019 -0.241
H 0.009 -0.013 0.042
H -0.022 -0.048 0.029
H -0.068 -0.007 -0.014
H -0.002 0.030 0.034
H 0.078 0.070 0.033
H 0.141 -0.010 0.043
H 0.048 -0.079 -0.030
H -0.021 -0.015 -0.039
H -0.032 0.046 -0.014
H -0.008 0.104 0.039
H -0.122 -0.101 -0.015
H -0.097 -0.063 0.085
H -0.157 0.062 0.139
H 0.053 0.183 -0.026
H 0.120 -0.050 -0.025
H 0.040 0.007 0.072
H -0.030 -0.017 0.011
H -0.045 0.035 -0.028
H -0.027 -0.035 -0.072
H -0.066 0.059 0.034
H 0.001 0.378 -0.284
S 0.748 -0.105 0.413
C -0.335 -0.231 -0.385
C -0.096 0.378 0.290
C -0.369 -0.379 -0.490
C -0.024 1.122 0.873
C 0.784 -1.760 -0.374
C -0.058 -0.171 -0.365
N 0.572 -0.184 0.643
C 0.337 0.759 1.278
C -0.251 -0.470 -0.819
C 0.207 0.013 0.202
C -0.027 0.074 0.090
C -0.305 1.162 0.587
C -0.906 -0.391 -1.309
C 1.050 0.958 1.390
C -0.314 -0.005 -0.113
N 0.994 -0.906 0.567
C -0.006 -1.101 -1.003
C -0.346 -1.153 -1.037
C -0.103 0.681 0.222
C -0.170 -0.146 -0.313
C -0.082 0.595 0.119
S 0.517 -0.604 0.298
C -0.690 1.349 0.146
H 0.004 0.164 0.094
H 0.024 0.074 0.070
H 0.091 -0.120 -0.068
H -0.257 0.084 -0.021
H 0.005 -0.031 0.011
H 0.065 -0.128 -0.017
H 0.091 -0.150 0.010
H 0.176 -0.014 0.261
H 0.136 -0.051 0.155
H 0.004 -0.138 -0.042
H -0.124 -0.148 -0.199
H 0.033 -0.087 0.056
O 0.034 0.029 0.354
H -0.110 -0.004 -0.080
H -0.023 -0.036 -0.232
S -0.191 -0.180 -0.168
C 0.636 1.192 -0.586

The spin multiplicity is 2. The calculation puts the LUMO energy (alpha / beta) at 0.1248 / 0.1249 Eh. As for the expectation value of S²: 1.024. The total charge is -2. The calculation puts the HOMO-LUMO gap (alpha / beta) at 0.1320 / 0.1589 Ha.


(2)
C2H2Cl3NS | ωB97M-V/def2-TZVPD

CARTESIAN COORDINATES (ANGSTROEM)
C 1.19293 -0.86660 -0.11558
C -1.41680 0.53112 -0.62945
N 1.39085 -0.34377 1.11285
S 1.68745 -1.52584 -1.39724
Cl -1.55579 1.34854 -2.20238
Cl -2.83035 -0.53789 -0.42080
Cl -1.48083 1.75941 0.58191
H 0.60660 -0.20495 1.71111
H 2.40594 -0.16002 1.35958

Force components x, y, z for each atom (eV/Å):
C -1.744 1.761 3.205
C -1.372 0.245 -0.614
N 2.349 -0.920 -2.715
S 0.927 -0.640 -1.403
Cl 0.589 -0.655 0.162
Cl 0.794 -0.144 -0.079
Cl 0.556 0.180 0.790
H -0.134 0.402 0.417
H -1.967 -0.228 0.237

The spin multiplicity is 1. As for the relative energy (zero: lowest compared OMol25 entry of this formula, charge and spin): 72.9 kcal/mol. The calculation puts the LUMO energy (alpha / beta) at -0.0150 / -0.0579 Eh. The calculation puts the HOMO-LUMO gap (alpha / beta) at 0.3144 / 0.2074 Ha.